A cluster of 4 separate species, C4H20N2O3 in total in a non-equilibrium geometry. Source: the OMol25 dataset; level of theory: ωB97M-V/def2-TZVPD.

Properties
* net charge: +2
* maximum force: 1.4 eV Å⁻¹
* multiplicity: 1
* HOMO: -18.85 eV
* orbital gap: 12.690 eV

Each line ends with the Löwdin charge.
Element x y z (Å)
1 C -0.47090 1.62793 -1.80355  -0.0179
2 C -0.56024 0.60585 -0.67656  -0.3321
3 C 0.64960 -0.34881 -0.74061  -0.1280
4 C 1.82367 -0.02875 0.17107  -0.1282
5 N 1.50882 -0.26787 1.61037  0.1673
6 N -1.84648 -0.14522 -0.79587  0.2125
7 H 0.52863 2.05723 -1.79973  0.1031
8 H -0.58355 1.14384 -2.77337  0.1003
9 H -1.23914 2.40468 -1.78697  0.1039
10 H -0.53621 1.14600 0.26478  0.1337
11 H 1.05268 -0.36115 -1.74401  0.1319
12 H 0.35509 -1.39814 -0.63616  0.1297
13 H 2.68739 -0.63323 -0.09193  0.1451
14 H 2.16423 1.00210 0.06025  0.1332
15 H 2.26988 -0.00770 2.24358  0.1776
16 H 0.79723 0.41339 1.90087  0.1133
17 H 1.12941 -1.20882 1.83909  0.1255
18 H -2.59171 0.44027 -0.41507  0.1836
19 H -1.89517 -0.98235 -0.21438  0.1671
20 H -2.01128 -0.40862 -1.78760  0.1328
21 H -0.41443 -2.92736 2.97844  0.0771
22 H -0.13304 -1.76572 3.92796  0.0839
23 O -0.12536 -2.00576 2.98659  -0.0489
24 H -2.56779 -2.77897 -2.67715  0.0927
25 H -1.70898 -2.01667 -3.59242  0.0872
26 O -1.86045 -2.10328 -2.63221  -0.0545
27 H 0.87475 2.95577 1.37261  0.0665
28 H 1.47423 3.16249 2.70015  0.0872
29 O 1.22912 2.42890 2.11183  -0.0455

A structure of composition C20H36Cl2GeNO4Pd in a non-equilibrium geometry. Source: the OMol25 dataset; level of theory: ωB97M-V/def2-TZVPD.

Properties
* net charge: -2
* maximum force: 2.2 eV Å⁻¹
* multiplicity: 2
* HOMO (alpha / beta): -0.33 / -1.21 eV
* <S²>: 0.755
* orbital gap (alpha / beta): 5.045 / 5.930 eV

Each line ends with the Löwdin charge.
Element x y z (Å)
1 Pd -0.37151 -0.06384 -0.64551  0.3777
2 C 3.11079 1.11794 0.25495  -0.0458
3 C 3.28100 1.13900 1.77495  -0.7214
4 C 3.98216 2.43336 2.19767  -0.0614
5 C 4.12744 -0.05857 2.22001  -0.0643
6 O 2.02030 1.14970 2.39794  -0.3613
7 Ge 0.89523 -0.27575 2.84456  0.8851
8 O 1.25244 -1.30860 1.34138  -0.3878
9 C 1.02303 -2.68789 1.18953  -0.7377
10 C 1.69923 -3.48995 2.30995  -0.0772
11 C -0.47900 -2.97891 1.17817  -0.0533
12 C 1.62069 -3.08147 -0.16244  -0.0477
13 O -0.62423 0.39491 1.86182  -0.3940
14 C -1.20348 1.66007 2.08383  -0.7315
15 C -1.09765 2.07819 3.55260  -0.0912
16 C -0.50091 2.70879 1.19055  -0.0525
17 C -2.67551 1.56016 1.68467  -0.0569
18 H 4.07900 1.15937 -0.25785  0.0743
19 H 2.57570 0.21908 -0.05120  0.0520
20 H 2.50768 1.97166 -0.06088  0.0762
21 H 4.96546 2.52766 1.72554  0.0693
22 H 3.36713 3.28742 1.90669  0.0732
23 H 4.10510 2.45374 3.28364  0.0721
24 H 5.13462 -0.01576 1.79399  0.0730
25 H 4.20900 -0.07280 3.31116  0.0761
26 H 3.64816 -0.98077 1.89145  0.0530
27 H 1.25402 -3.25224 3.27801  0.0505
28 H 1.60233 -4.56649 2.13795  0.0705
29 H 2.76208 -3.23706 2.34947  0.0689
30 H -0.94124 -2.63839 2.10844  0.0705
31 H -0.95351 -2.44313 0.35079  0.0632
32 H -0.67338 -4.04924 1.05325  0.0752
33 H 2.69836 -2.89316 -0.15608  0.0778
34 H 1.44174 -4.13779 -0.38555  0.0770
35 H 1.16409 -2.47197 -0.94701  0.0468
36 H -0.04792 2.16997 3.84234  0.0516
37 H -1.58410 3.04398 3.72093  0.0727
38 H -1.57122 1.32875 4.19249  0.0714
39 H -0.42274 2.27298 0.18057  0.0499
40 H -1.06972 3.64357 1.14674  0.0706
41 H 0.50940 2.89096 1.55683  0.0585
42 H -3.17230 0.80388 2.29851  0.0779
43 H -3.18721 2.51914 1.81635  0.0714
44 H -2.76320 1.25491 0.64048  0.0447
45 C 1.07627 -1.83887 -4.26007  -0.3159
46 C -1.43596 -2.63320 -5.41497  -0.1033
47 O -0.86898 -2.49871 -2.95297  -0.4955
48 H -0.59140 -3.09776 -5.91082  0.0331
49 H 1.49142 -2.64929 -3.68790  0.0051
50 H 1.59049 -0.98311 -4.66327  0.0075
51 H -2.15244 -3.25160 -4.88926  0.0376
52 H -1.91502 -1.92694 -6.09034  0.0378
53 H 0.36327 -0.06642 -2.03709  -0.0711
54 Cl -0.51642 -1.57995 -4.07241  0.8066
55 C -1.14928 -0.19400 -4.25115  -0.4122
56 C -1.43699 0.59167 -5.32198  -0.2318
57 C -2.62717 1.30664 -5.54192  -0.1760
58 C -3.83903 1.20998 -4.83466  -0.1973
59 C -4.20921 0.62841 -3.64422  -0.6596
60 Cl -5.95970 0.61922 -3.29437  0.5240
61 C -3.44176 0.19272 -2.54670  -0.3094
62 N -2.84861 -0.07659 -1.59215  0.1312
63 H -0.68626 0.70530 -6.11223  0.0882
64 H -2.66334 1.91276 -6.44079  0.0607
65 H -4.67839 1.66517 -5.35441  0.0732

A cluster of 2 separate species, C22H16F3N2O6S in total in a non-equilibrium geometry. Source: the OMol25 dataset; level of theory: ωB97M-V/def2-TZVPD.

Properties
* net charge: -1
* maximum force: 3.8 eV Å⁻¹
* multiplicity: 1
* HOMO: -3.44 eV
* orbital gap: 3.327 eV

Each line ends with the Löwdin charge.
Element x y z (Å)
1 F 5.93160 2.26843 -2.64185  0.0907
2 C 5.47197 1.17686 -1.95771  -0.5338
3 F 6.04841 0.08237 -2.53621  0.0941
4 F 6.00244 1.27054 -0.69295  0.0899
5 C 3.96687 1.11700 -1.94509  -0.1847
6 C 3.31871 -0.11460 -1.94073  -0.0529
7 C 1.94714 -0.15326 -1.76887  -0.0620
8 C 1.15760 1.02856 -1.63966  -0.3060
9 C -0.23540 0.91852 -1.39844  -0.2482
10 S -1.33320 2.16935 -1.87765  0.6350
11 C -2.99753 1.42812 -1.88180  -0.2603
12 C -3.61773 1.13850 -3.10127  -0.0613
13 C -4.92741 0.65116 -3.10149  -0.0931
14 C -5.61070 0.43726 -1.89521  -0.0997
15 C -4.96898 0.71006 -0.68347  -0.0861
16 C -3.66777 1.21762 -0.67759  -0.0684
17 O -1.43762 3.20361 -0.86971  -0.3573
18 O -1.12830 2.55370 -3.26146  -0.3584
19 C 1.86078 2.26996 -1.77290  -0.0365
20 C 3.23929 2.30724 -1.90068  -0.0394
21 H 3.88694 -1.03301 -2.05054  0.1081
22 H 1.42280 -1.10718 -1.74813  0.0983
23 H -0.70773 -0.02919 -1.15160  0.0556
24 H -3.07813 1.29993 -4.03294  0.1075
25 H -5.41694 0.44756 -4.05320  0.0951
26 H -6.64136 0.06845 -1.89799  0.0955
27 H -5.47306 0.54764 0.26781  0.0940
28 H -3.17601 1.44223 0.26682  0.0836
29 H 1.30109 3.20275 -1.74255  0.1005
30 H 3.77873 3.24974 -1.96021  0.1129
31 O 2.28842 -5.67777 2.61149  0.0464
32 N 2.74986 -4.56216 2.95097  -0.3194
33 O 3.94708 -4.38740 3.27447  0.0560
34 C 1.86061 -3.45127 2.96593  -0.1536
35 C 2.34266 -2.16484 3.29689  0.0208
36 C 1.51863 -1.07190 3.12345  0.0032
37 C 0.17438 -1.21105 2.66339  -0.1737
38 C -0.64485 -0.03223 2.47291  0.0331
39 C -2.01242 -0.03923 2.47221  -0.0110
40 N -2.70107 1.14203 2.78358  -0.3601
41 O -3.93043 1.26001 2.52570  0.0281
42 O -2.04165 2.05244 3.35128  0.0467
43 C -0.30785 -2.53457 2.42255  0.0021
44 C 0.52251 -3.63782 2.56418  0.0165
45 H 3.36440 -2.06373 3.65467  0.1225
46 H 1.87365 -0.06712 3.35880  0.1256
47 H -0.14000 0.93727 2.39937  0.1388
48 H -2.62118 -0.92942 2.30395  0.1319
49 H -1.34224 -2.68146 2.10551  0.1124
50 H 0.18300 -4.64969 2.34595  0.1207

A cluster of 2 separate species, C5H13NO in total in a non-equilibrium geometry. Source: the OMol25 dataset; level of theory: ωB97M-V/def2-TZVPD.

Properties
* net charge: 0
* SMILES string: CC/C=C/NC.O
* maximum force: 1.2 eV Å⁻¹
* multiplicity: 1
* HOMO: -7.84 eV
* orbital gap: 8.301 eV

Each line ends with the Löwdin charge.
Element x y z (Å)
1 C 1.99993 0.41953 -1.53526  -0.1251
2 C 2.22510 0.76140 -0.05778  -0.2705
3 C 0.92527 0.83549 0.69272  -0.1381
4 C 0.32525 -0.25640 1.18545  -0.1892
5 N -0.91411 -0.34781 1.75676  -0.1012
6 C -1.65241 0.87667 1.96200  -0.1226
7 H 1.15214 0.92960 -2.01478  0.0682
8 H 2.80716 0.75752 -2.19116  0.0612
9 H 1.82464 -0.64524 -1.68508  0.0661
10 H 2.89352 1.61455 0.03416  0.0982
11 H 2.78671 -0.07460 0.35327  0.0929
12 H 0.58009 1.82444 0.97153  0.0892
13 H 0.93996 -1.15270 1.23080  0.1207
14 H -1.48770 -1.15913 1.62849  0.1126
15 H -1.73334 1.44992 1.03954  0.0736
16 H -1.09285 1.50864 2.65646  0.0854
17 H -2.65743 0.65407 2.30137  0.0788
18 O -3.11008 -2.88650 -3.05680  -0.0617
19 H -2.70917 -2.01742 -3.15634  0.0313
20 H -3.10267 -3.09203 -2.11534  0.0302